Entry 1:
A 2-piece molecular cluster, C4H4N2 overall in a non-equilibrium geometry. Source: the OMol25 dataset; level of theory: ωB97M-V with the def2-TZVPD basis set.

Last column: natural (NBO) charge in e.
Cartesian coordinates (Å):
C  0.2867  -0.2946  -1.1866  -0.298
C  -0.2402  0.8064  -1.4201  -0.157
N  -1.2781  1.6280  0.3993  -0.033
N  -1.3465  0.9674  1.3025  -0.033
C  0.1454  -0.7060  1.4841  -0.157
C  0.8342  -0.8200  0.4563  -0.298
H  0.5979  -1.1560  -1.7526  0.246
H  -0.6581  1.6081  -1.9821  0.241
H  -0.1366  -0.8050  2.5059  0.241
H  1.7954  -1.2283  0.1934  0.246

- frontier orbital gap (eV) = 7.9

***

Entry 2:
One molecule with the formula C4H4N2 in a non-equilibrium geometry. Source: the OMol25 dataset; level of theory: ωB97M-V with the def2-TZVPD basis set.

Last column: natural (NBO) charge in e.
Cartesian coordinates (Å):
C  2.2394  -0.4139  0.0503  -0.185
C  1.0726  -0.1063  0.0681  -0.048
C  -0.3852  0.1403  0.1908  -0.211
N  -1.2391  -0.8632  -0.4295  -0.805
C  -0.8176  1.5397  0.0900  0.264
N  -1.1865  2.5905  0.4051  -0.296
H  3.2852  -0.6555  0.0662  0.245
H  -0.6774  0.3064  1.2675  0.279
H  -1.4431  -0.7467  -1.4176  0.379
H  -0.8483  -1.7912  -0.2909  0.378

- frontier orbital gap (eV) = 10.8
- SMILES = C#C[C@H](N)C#N

***

Entry 3:
One molecule with the formula C4H4N2 in a non-equilibrium geometry. Source: the OMol25 dataset; level of theory: ωB97M-V with the def2-TZVPD basis set.

Last column: natural (NBO) charge in e.
Cartesian coordinates (Å):
C  -1.1057  1.7775  -0.7643  -0.182
C  -0.6413  0.7266  -0.4067  -0.051
C  -0.1287  -0.5638  0.1070  -0.212
N  0.6445  -0.5012  1.3436  -0.783
C  0.6901  -1.2245  -0.9285  0.280
N  1.3517  -1.7165  -1.7380  -0.290
H  -1.5239  2.7065  -1.0876  0.243
H  -0.9902  -1.2196  0.2892  0.257
H  1.5455  -0.0699  1.1728  0.369
H  0.1580  0.0850  2.0123  0.370

- frontier orbital gap (eV) = 11.2
- SMILES = C#C[C@H](N)C#N

***

Entry 4:
One molecule with the formula C4H4N2 in a non-equilibrium geometry. Source: the OMol25 dataset; level of theory: ωB97M-V with the def2-TZVPD basis set.

Last column: natural (NBO) charge in e.
Cartesian coordinates (Å):
C  -0.9288  -0.5298  -0.0103  -0.569
C  0.4445  0.1337  0.2342  -0.413
C  1.6145  -0.5825  -0.2994  0.280
N  2.5286  -1.2396  -0.5666  -0.273
C  0.1189  1.5083  -0.1735  0.281
N  -0.6115  2.4019  -0.2638  -0.282
H  -1.6113  0.0811  0.5896  0.234
H  -0.9275  -1.5960  0.2182  0.229
H  -1.2561  -0.3802  -1.0406  0.230
H  0.6286  0.2033  1.3124  0.284

- frontier orbital gap (eV) = 12.6
- SMILES = CC(C#N)C#N

***

| no. | LUMO energy (eV) |
| --- | --- |
| 1 | 0.1 |
| 2 | 0.6 |
| 3 | 0.7 |
| 4 | 0.4 |